{
  "formula": "C48H121N5O14",
  "method": "ωB97M-V/def2-TZVPD",
  "total_energy_ha": -3228.1110,
  "homo_lumo_gap_ev": 8.05,
  "e_lumo_ev": 0.04,
  "de_lowest_ev": 8.064,
  "symbols": ["C", "C", "C", "C", "C", "C", "N", "O", "C", "C", "C", "H", "H", "H", "H", "H", "H", "H", "H", "H", "H", "H", "H", "H", "H", "H", "H", "H", "H", "H", "C", "C", "C", "C", "C", "C", "N", "O", "C", "C", "C", "H", "H", "H", "H", "H", "H", "H", "H", "H", "H", "H", "H", "H", "H", "H", "H", "H", "H", "H", "C", "C", "C", "C", "C", "C", "N", "O", "C", "C", "C", "H", "H", "H", "H", "H", "H", "H", "H", "H", "H", "H", "H", "H", "H", "H", "H", "H", "H", "H", "C", "O", "N", "N", "H", "H", "H", "H", "C", "C", "O", "H", "H", "H", "H", "H", "H", "C", "C", "O", "H", "H", "H", "H", "H", "H", "C", "C", "O", "H", "H", "H", "H", "H", "H", "C", "C", "O", "H", "H", "H", "H", "H", "H", "C", "C", "O", "H", "H", "H", "H", "H", "H", "C", "C", "O", "H", "H", "H", "H", "H", "H", "C", "C", "O", "H", "H", "H", "H", "H", "H", "C", "C", "O", "H", "H", "H", "H", "H", "H", "C", "C", "O", "H", "H", "H", "H", "H", "H", "C", "C", "O", "H", "H", "H", "H", "H", "H"],
  "coordinates": [[8.340, 9.928, -0.881], [6.959, 9.344, -0.514], [7.013, 9.164, 1.032], [5.681, 8.797, 1.611], [4.691, 9.895, 1.235], [4.479, 10.107, -0.268], [5.819, 10.185, -0.896], [5.691, 10.213, -2.302], [3.536, 9.038, -0.840], [3.720, 11.446, -0.391], [6.928, 7.933, -1.167], [8.780, 9.693, -1.850], [9.107, 9.835, -0.112], [8.234, 11.013, -0.877], [7.689, 8.384, 1.383], [7.350, 10.072, 1.532], [5.748, 8.738, 2.697], [5.252, 7.814, 1.420], [5.037, 10.821, 1.695], [3.715, 9.740, 1.695], [3.986, 8.084, -0.565], [2.556, 9.165, -0.380], [3.308, 8.961, -1.903], [2.713, 11.462, 0.025], [4.269, 12.251, 0.097], [3.652, 11.647, -1.461], [7.700, 7.180, -1.006], [6.772, 8.090, -2.234], [6.004, 7.488, -0.797], [5.903, 11.123, -2.521], [6.862, -9.208, 3.916], [5.325, -9.696, 4.064], [4.767, -9.237, 5.385], [3.289, -9.225, 5.630], [2.513, -8.647, 4.470], [2.965, -9.102, 3.061], [4.484, -9.269, 2.939], [5.029, -9.526, 1.603], [2.174, -10.358, 2.738], [2.442, -7.939, 2.159], [5.501, -11.234, 4.044], [7.288, -9.214, 4.919], [6.899, -8.173, 3.573], [7.530, -9.771, 3.264], [5.171, -9.822, 6.211], [5.129, -8.209, 5.403], [3.073, -8.821, 6.619], [3.014, -10.262, 5.822], [2.331, -7.573, 4.432], [1.480, -8.876, 4.730], [1.646, -10.749, 3.608], [1.281, -10.092, 2.173], [2.748, -10.974, 2.045], [3.047, -7.044, 2.310], [2.591, -8.272, 1.132], [1.368, -7.765, 2.221], [6.004, -11.560, 4.954], [5.830, -11.785, 3.163], [4.511, -11.677, 4.147], [5.562, -8.745, 1.439], [-3.514, -0.323, -0.598], [-2.103, -0.614, -0.281], [-1.665, -1.756, -1.231], [-1.543, -1.400, -2.720], [-0.526, -0.278, -2.774], [-0.897, 0.962, -1.898], [-1.169, 0.555, -0.459], [-1.472, 1.643, 0.393], [0.485, 1.731, -1.906], [-1.995, 1.807, -2.646], [-1.974, -1.125, 1.193], [-4.162, -1.101, -0.194], [-3.740, -0.128, -1.646], [-3.735, 0.646, -0.150], [-0.689, -2.100, -0.890], [-2.277, -2.642, -1.067], [-2.525, -1.150, -3.121], [-1.068, -2.225, -3.251], [-0.352, 0.138, -3.766], [0.451, -0.696, -2.529], [0.693, 2.476, -1.138], [1.302, 1.011, -1.915], [0.540, 2.253, -2.862], [-2.838, 1.167, -2.905], [-2.415, 2.655, -2.105], [-1.631, 2.262, -3.567], [-0.979, -1.041, 1.632], [-2.159, -2.195, 1.291], [-2.594, -0.534, 1.866], [-0.874, 1.599, 1.143], [-7.690, 3.693, -5.619], [-7.536, 2.889, -6.462], [-8.077, 3.538, -4.385], [-7.229, 4.913, -5.750], [-8.452, 2.606, -4.275], [-8.051, 4.278, -3.699], [-6.439, 4.948, -6.378], [-7.342, 5.538, -4.964], [-0.220, 5.284, 6.323], [1.072, 4.762, 5.640], [0.898, 3.350, 5.501], [-0.091, 6.342, 6.547], [-0.506, 4.888, 7.297], [-1.067, 5.247, 5.638], [2.058, 4.959, 6.060], [1.221, 5.109, 4.618], [1.789, 2.992, 5.505], [-1.606, 0.235, -10.337], [-0.150, -0.285, -10.494], [0.219, -0.219, -11.842], [-2.339, -0.020, -11.102], [-1.687, 1.319, -10.410], [-1.966, -0.007, -9.337], [-0.317, -1.328, -10.226], [0.563, 0.199, -9.827], [-0.522, -0.638, -12.286], [4.540, 7.148, -9.074], [4.513, 5.680, -8.598], [4.594, 4.875, -9.755], [4.065, 7.871, -8.411], [4.161, 7.209, -10.094], [5.590, 7.417, -9.188], [3.570, 5.551, -8.067], [5.305, 5.510, -7.868], [5.518, 4.750, -9.987], [5.175, -3.865, -5.530], [4.380, -5.103, -5.483], [5.136, -6.170, -4.926], [6.020, -3.935, -4.845], [4.547, -3.010, -5.279], [5.644, -3.740, -6.506], [4.035, -5.380, -6.480], [3.450, -4.814, -4.993], [4.592, -6.960, -4.978], [-2.147, -6.013, -10.099], [-1.816, -6.501, -11.579], [-0.917, -5.509, -12.144], [-1.203, -5.810, -9.593], [-2.588, -6.816, -9.509], [-2.820, -5.172, -9.934], [-2.757, -6.561, -12.126], [-1.270, -7.444, -11.567], [-0.031, -5.551, -11.776], [-4.883, -7.769, 8.488], [-5.317, -7.213, 7.055], [-6.198, -6.032, 7.221], [-4.241, -7.040, 8.982], [-4.293, -8.670, 8.315], [-5.695, -7.890, 9.205], [-5.881, -7.954, 6.489], [-4.455, -6.819, 6.517], [-6.601, -5.906, 6.359], [-0.966, -2.127, 10.637], [-1.412, -1.492, 9.326], [-0.238, -1.509, 8.488], [-0.099, -1.558, 10.972], [-0.622, -3.150, 10.484], [-1.703, -2.128, 11.440], [-1.854, -0.516, 9.527], [-2.248, -2.084, 8.954], [-0.215, -0.799, 7.842], [-8.586, -6.897, 1.238], [-9.724, -6.294, 2.030], [-9.358, -5.356, 2.915], [-8.000, -6.101, 0.779], [-9.012, -7.614, 0.536], [-7.901, -7.494, 1.840], [-10.328, -7.064, 2.510], [-10.483, -5.800, 1.424], [-9.444, -4.433, 2.665], [-6.438, 2.498, 7.198], [-7.772, 3.201, 7.040], [-8.884, 2.425, 7.358], [-6.485, 1.562, 6.641], [-6.053, 2.379, 8.211], [-5.643, 3.041, 6.687], [-7.765, 3.504, 5.993], [-7.812, 4.031, 7.746], [-9.496, 3.020, 7.798], [-5.673, 9.069, 0.565], [-4.853, 7.828, 0.894], [-5.457, 6.939, 1.914], [-6.752, 8.951, 0.459], [-5.070, 9.454, -0.257], [-5.549, 9.796, 1.368], [-3.845, 8.076, 1.227], [-4.613, 7.190, 0.044], [-4.963, 6.120, 1.998]],
  "forces_ev_per_a": [[-0.2081, 2.0309, -0.1261], [2.0234, -2.0729, 0.8938], [-0.4719, -0.4602, -0.0731], [-1.3923, 0.4622, 0.7573], [-0.2367, -0.3258, 0.4242], [-0.4642, 0.2847, 0.2912], [0.1241, 0.7044, 0.4449], [-0.0083, -0.0687, -0.1870], [0.2976, -0.8589, 0.3978], [0.9267, 0.2704, -0.7291], [-1.9314, 0.2802, -0.1446], [-0.3411, -0.4177, -0.0043], [-0.1363, -0.8093, 0.0859], [-0.1420, 0.3577, -0.2242], [0.5400, -0.0115, -0.7779], [-0.0430, 0.2921, -0.1770], [0.1572, 0.3701, 0.2449], [0.3839, -0.1890, -0.8456], [0.2205, 0.2160, -0.2147], [-0.1604, -0.2219, -0.0688], [-0.4889, -0.3361, 0.0524], [0.0761, -0.2457, 0.3388], [0.6418, 0.6566, -0.1613], [0.0581, -0.4792, 0.0330], [0.1469, 0.0597, -0.1202], [-0.2002, 0.3498, -0.0276], [0.4588, 0.6739, 0.2777], [0.1930, -0.2103, -0.0725], [-0.0892, -0.4143, -0.1493], [0.0643, 0.1110, -0.1392], [-1.4427, 0.8223, 0.3914], [2.2185, -2.5041, -2.4975], [0.5188, 1.2476, 0.3620], [0.1651, -0.7123, -0.2065], [-0.3011, 0.4678, 0.8624], [-0.3130, 0.6723, 0.0045], [-0.8738, 1.9535, 0.3836], [-1.1357, -0.4283, 1.8123], [-0.7446, 0.2123, -0.9916], [1.3155, -1.1108, -1.0013], [-1.7536, -0.8128, 0.8656], [0.0706, -0.0900, 0.0362], [-0.0932, 0.2257, 0.0325], [-0.5377, -0.3738, -0.0583], [0.7032, 0.1750, -0.1813], [0.0516, 0.2760, 0.7044], [0.0018, 0.7352, -0.1979], [-0.3983, -0.3645, -0.5530], [1.2793, 0.4495, 0.5154], [-0.3870, -0.8367, -0.9243], [1.0395, -0.9874, 0.1677], [-0.0009, 0.3755, -0.4625], [-0.1178, -0.7018, 0.6196], [-0.2504, 0.1047, 0.1103], [0.1324, 0.2002, -0.2813], [0.1058, 0.0237, 0.5871], [0.5092, -0.0750, -0.1999], [0.7380, 0.8192, -0.1667], [-0.4733, -0.0033, 0.2740], [-0.0279, 0.2425, -0.0090], [-1.3965, 1.4465, 0.2138], [1.5400, -0.6230, 0.1678], [0.9470, -0.3433, 0.2248], [0.4201, 0.1495, 0.8956], [-0.7797, 0.7286, 0.0902], [1.5244, 1.0113, 0.6544], [0.6134, -1.5445, -1.3732], [-0.9756, 0.2240, -0.7586], [-0.6061, 0.0996, -0.4010], [-0.0691, -0.4038, 0.5014], [0.3125, 0.4346, -0.1670], [-0.1631, 0.1230, -0.0949], [0.1763, -0.5635, -0.0718], [-0.4654, -0.0552, 0.4678], [0.3701, 0.0937, -0.0188], [-0.5165, 0.2085, -0.0033], [0.1592, -0.0308, -0.3241], [-0.5815, -0.2887, -0.1400], [-0.3397, -0.0702, -0.2814], [-0.0778, 0.0495, 0.5773], [-0.4979, -0.1206, 0.1984], [-0.0313, 0.0468, 0.2891], [0.1058, 0.1137, -0.0840], [0.0164, 0.0373, -0.1229], [0.2227, -0.1680, 0.5684], [0.3468, -0.3611, -0.0822], [0.3870, 0.3176, -0.5352], [-0.6339, 0.0625, -0.1765], [-0.3602, -0.2251, -0.0712], [0.3471, -0.3360, -0.1357], [1.5462, 1.7369, 0.7750], [-0.3848, -3.5486, -2.6781], [-2.3421, -2.6591, 2.7775], [1.3212, 3.9746, -1.4386], [-0.2815, 0.3396, 1.1375], [-0.2739, -0.7871, -0.0708], [-0.2211, 0.7427, 0.1239], [0.6416, 0.1976, -0.6195], [0.9945, 1.3069, -0.3243], [-0.8959, -0.7322, -0.3269], [0.4290, -0.4196, 0.2912], [0.0806, 0.2848, -0.1831], [0.3923, -0.7168, -0.2627], [0.0843, -0.3542, 0.0084], [-0.3379, 0.2873, 1.0063], [-0.6448, 0.7536, -0.1143], [-0.1059, -0.4236, -0.1006], [0.4548, 1.5971, 0.7180], [-2.6303, -0.5753, -0.0357], [0.6592, 0.2328, -0.3434], [0.2930, -1.0333, -0.0435], [0.4707, 0.3228, 0.1904], [-0.2622, -0.2302, -0.0948], [0.9016, -0.3764, 0.3880], [-0.0411, 0.0412, -0.3194], [0.1543, 0.0018, -0.4610], [0.9999, -0.2087, -0.0300], [-0.5309, 1.7312, -0.2324], [-0.1039, -0.7938, 0.3242], [-0.0587, -0.1180, -0.0168], [-0.5113, -0.0239, 0.2309], [0.1342, 0.3461, 0.1204], [-0.1088, -0.6911, -0.3117], [0.1464, -0.2520, -0.0997], [0.0333, 0.0119, 0.0202], [1.3366, 0.8012, -0.3646], [-0.9993, -0.5102, -0.5836], [-0.4033, 0.2563, 0.1962], [-0.1901, 0.1190, 0.3296], [0.3035, 0.1337, -0.1374], [-0.1114, 0.2830, -0.0727], [0.1442, -0.1201, -0.3078], [-0.1387, -0.8070, 0.8801], [0.0574, -0.1545, 0.0632], [0.4108, -1.3561, -0.3193], [0.8202, 1.9378, 2.1854], [-1.1674, -0.1256, -0.8427], [0.0743, 0.2161, -0.0589], [-0.1215, -0.3170, -0.1137], [0.1666, 0.1836, -0.7745], [0.4712, 0.1078, -0.4793], [-0.4661, -0.2401, 0.1205], [-0.1889, -0.3876, 0.2834], [-0.0809, 1.2179, -1.5274], [-0.7366, 1.1038, 1.9806], [0.6886, -1.2329, 0.1693], [0.2224, 0.0965, -0.2528], [-0.2097, -0.1364, 0.2624], [-0.2826, -0.4363, -0.5117], [0.3041, -0.1808, -0.0179], [0.2223, -0.6112, -0.0866], [-0.1398, 0.1857, -0.0266], [0.5515, 0.2832, 0.0360], [0.1055, -0.6304, 0.6355], [-0.6510, -0.0028, 0.2940], [0.0307, -0.0293, 0.2282], [-0.1027, -0.0202, -0.1227], [-0.2092, 0.0904, -0.2226], [0.5022, 0.4035, -0.2269], [0.1609, -0.1687, -0.6879], [-0.3908, 0.0816, 0.0580], [-0.1131, -0.2383, 0.0821], [-1.7210, -0.7507, -1.9236], [1.6521, 1.7888, 3.3950], [-0.0798, -0.1770, -0.3727], [0.1380, 0.2602, -0.4555], [-0.0526, 0.1871, 0.3839], [0.3116, -0.2980, 0.4589], [0.0303, -0.3834, -1.0794], [-0.1499, -0.3931, -0.4758], [0.3704, -0.3343, -0.2852], [1.2981, 0.7137, 0.4214], [-0.6855, -0.8760, 0.1119], [0.0159, -0.3461, 0.4024], [-0.4844, -0.3675, 0.1077], [-0.1632, 0.4180, -0.1389], [-0.5435, 0.4672, -0.0482], [0.3872, 0.6415, -0.5150], [-0.1923, -0.3148, -0.0589], [1.2175, -0.3430, 1.0694], [-0.0098, -2.0245, 1.0713], [-0.1997, 1.3897, -0.6361], [0.2883, -0.3214, -0.6836], [-0.8730, 0.4228, -0.5263], [0.0085, -0.0052, 0.1498], [-0.0367, 0.6192, 0.3442], [-0.6209, 0.1364, -0.5508], [0.2311, 0.1165, -0.2421]],
  "mulliken_charge": [-1.88, 1.77, -1.32, -0.68, -1.32, 1.55, 0.15, -0.51, -1.53, -1.95, -1.65, 0.35, 0.36, 0.48, 0.45, 0.41, 0.39, 0.35, 0.35, 0.46, 0.34, 0.43, 0.29, 0.37, 0.43, 0.44, 0.38, 0.39, 0.35, 0.36, -1.85, 1.38, -1.00, -0.82, -1.58, 1.74, 0.41, -0.46, -1.87, -2.10, -1.81, 0.41, 0.46, 0.37, 0.40, 0.37, 0.43, 0.36, 0.50, 0.48, 0.38, 0.53, 0.35, 0.50, 0.46, 0.43, 0.42, 0.38, 0.42, 0.31, -1.80, 1.91, -1.48, -0.60, -1.39, 1.37, 0.14, -0.47, -1.67, -1.50, -1.96, 0.39, 0.32, 0.41, 0.47, 0.49, 0.32, 0.36, 0.45, 0.41, 0.34, 0.41, 0.40, 0.32, 0.35, 0.42, 0.44, 0.40, 0.40, 0.34, 0.66, -0.60, -0.41, -0.43, 0.22, 0.17, 0.22, 0.16, -0.99, -0.23, -0.51, 0.32, 0.30, 0.25, 0.33, 0.23, 0.29, -1.11, -0.14, -0.51, 0.36, 0.31, 0.28, 0.18, 0.31, 0.31, -0.94, -0.21, -0.52, 0.31, 0.30, 0.27, 0.26, 0.22, 0.30, -0.92, -0.15, -0.52, 0.29, 0.27, 0.24, 0.25, 0.25, 0.29, -0.91, -0.22, -0.52, 0.26, 0.33, 0.26, 0.26, 0.24, 0.29, -0.99, -0.19, -0.53, 0.26, 0.32, 0.31, 0.29, 0.25, 0.29, -1.05, -0.11, -0.52, 0.28, 0.27, 0.35, 0.27, 0.22, 0.29, -0.91, -0.23, -0.53, 0.26, 0.32, 0.26, 0.25, 0.28, 0.31, -1.04, -0.11, -0.51, 0.30, 0.29, 0.31, 0.16, 0.27, 0.33, -0.92, -0.24, -0.53, 0.31, 0.30, 0.25, 0.27, 0.28, 0.28]
}